# 1
A structure of composition C33H28AsN3O4PbS9. Source: the Open Molecules 2025 dataset; level of theory: ωB97M-V/def2-TZVPD.

For the LUMO energy, the calculation gives 3.726 eV. The HOMO energy comes out at -2.5 eV. Its frontier orbital gap is 0.2273 Ha. As for the net charge: -2.

CARTESIAN COORDINATES (ANGSTROEM)
1 Pb 12.4955 12.6976 10.6703
2 S 10.6088 12.5369 15.6107
3 As 12.2618 13.6835 15.1180
4 S 13.2193 11.4399 12.9218
5 S 12.1857 14.8906 13.4550
6 S 14.0490 13.4590 16.1152
7 C 11.8314 7.6153 12.1803
8 C 12.1740 8.8890 12.9859
9 C 12.4936 8.5624 14.4704
10 O 10.9430 9.6377 12.9947
11 C 13.3196 9.7361 12.3518
12 O 15.6496 9.8520 13.3405
13 O 13.3591 9.6972 10.8707
14 H 10.9029 7.2201 12.6170
15 H 12.6049 6.8645 12.3046
16 H 11.7091 7.8231 11.1163
17 H 11.5884 8.0433 14.8597
18 H 12.5944 9.4688 15.0603
19 H 13.3667 7.9292 14.5659
20 H 11.1427 10.5083 13.3697
21 S 9.2100 9.4648 8.9683
22 C 10.6937 9.3742 8.0845
23 C 11.6564 10.1993 8.5538
24 C 11.2014 11.0222 9.6371
25 C 9.9110 10.7175 9.9637
26 C 9.1318 11.3121 11.0619
27 C 7.9791 10.7801 11.6019
28 C 7.3010 11.4795 12.5849
29 C 7.8529 12.6573 13.0773
30 C 9.0721 13.0495 12.5498
31 N 9.6643 12.4471 11.5462
32 H 10.8039 8.6842 7.2544
33 H 12.6261 10.2576 8.0933
34 H 7.6399 9.8023 11.2619
35 H 6.3776 11.0829 12.9898
36 H 7.4058 13.2253 13.8846
37 H 9.6240 13.8861 12.9730
38 O 14.4225 11.8482 9.7438
39 C 15.3855 10.9175 10.0015
40 C 16.0354 10.5718 8.6388
41 C 17.1057 9.8245 8.2888
42 C 17.4506 9.9423 6.9211
43 C 16.6676 10.8456 6.2780
44 S 15.5095 11.5114 7.3253
45 C 16.4600 11.5224 10.9379
46 C 16.3144 12.6810 11.6260
47 C 17.4181 12.9922 12.4662
48 C 18.4304 12.0842 12.3684
49 S 18.0128 10.7956 11.2833
50 C 14.7761 9.6085 10.7817
51 C 14.8235 9.2797 12.3746
52 C 15.0367 7.8066 12.4903
53 C 15.2100 7.1114 11.3852
54 S 15.2306 8.0357 9.9094
55 H 17.6957 9.1936 8.9613
56 H 18.2845 9.4438 6.4776
57 H 16.7525 11.1272 5.2505
58 H 15.4305 13.2840 11.5385
59 H 17.4797 13.8808 13.0724
60 H 19.4063 12.1230 12.8122
61 H 15.3402 10.7590 13.4629
62 H 15.0766 7.3970 13.4622
63 H 15.3669 6.0433 11.3641
64 N 9.8653 13.6331 8.0031
65 C 10.8937 14.5066 7.8832
66 N 12.1351 14.1565 7.9832
67 C 12.9730 15.2295 7.8391
68 C 14.3216 15.1578 8.0601
69 C 15.0426 16.3362 8.0971
70 C 14.4590 17.5750 7.8499
71 C 13.0971 17.6249 7.5491
72 C 12.3617 16.4597 7.5414
73 S 10.6433 16.2481 7.5139
74 H 10.1321 12.7761 8.4787
75 H 8.9412 13.9792 8.1859
76 H 14.7962 14.2205 8.2873
77 H 16.1023 16.2697 8.2914
78 H 15.0422 18.4890 7.8885
79 H 12.6461 18.5983 7.3719

Atoms 1-2, force components in eV/Å:
Pb 0.09 -0.01 0.05
S -0.05 0.17 0.23

***

# 2
A structure of composition C33H28AsN4O4Pt. Source: the Open Molecules 2025 dataset; level of theory: ωB97M-V/def2-TZVPD.

The expectation value of S² is 2.030. For the LUMO energy (alpha / beta), the calculation gives 2.240 / 2.240 eV. The HOMO energy (alpha / beta) comes out at -2.0 / -4.2 eV. Its frontier orbital gap (alpha / beta) is 0.1540 / 0.2378 Ha. The energy above the lowest of the compared OMol25 structures with the same formula, charge and spin comes out at 0.0 kcal per mole. As for the net charge: -1. The spin multiplicity is 3.

CARTESIAN COORDINATES (ANGSTROEM)
1 Pt 1.7784 0.0401 0.7232
2 O -0.1763 -1.6682 3.8597
3 C 0.3940 -0.9424 3.0498
4 O 0.7188 -1.3587 1.8440
5 C 0.7715 0.4473 3.3568
6 C 0.4125 0.9944 4.5834
7 C 0.6869 2.3010 4.8851
8 C 1.3594 3.1026 3.9004
9 C 1.6664 4.4484 4.1283
10 C 2.3007 5.2256 3.1757
11 C 2.6368 4.6467 1.9552
12 C 2.3513 3.3187 1.6929
13 C 1.7157 2.5140 2.6531
14 N 1.4287 1.1903 2.3874
15 H -0.1047 0.3353 5.2685
16 H 0.4075 2.7408 5.8345
17 H 1.3869 4.8770 5.0857
18 H 2.5270 6.2658 3.3771
19 H 3.1305 5.2387 1.1927
20 H 2.6122 2.8574 0.7489
21 O 2.8779 1.1800 -0.2926
22 C -2.5297 2.6313 -4.1088
23 C -3.3313 1.6399 -3.5560
24 C -2.8461 0.8528 -2.5213
25 C -1.5584 1.0459 -2.0318
26 C -0.7596 2.0382 -2.5908
27 C -1.2447 2.8303 -3.6245
28 As -0.7691 0.0240 -0.5466
29 C -1.1890 -1.7871 -1.1537
30 C -1.2343 -2.8175 -0.2137
31 C -1.3883 -4.1347 -0.6247
32 C -1.4881 -4.4425 -1.9754
33 C -1.4281 -3.4234 -2.9162
34 C -1.2743 -2.1043 -2.5079
35 C -2.1913 0.2667 0.7760
36 C -3.3878 -0.4451 0.8144
37 C -4.3290 -0.1840 1.7986
38 C -4.0817 0.7918 2.7571
39 C -2.8950 1.5061 2.7249
40 C -1.9537 1.2447 1.7371
41 H -2.9092 3.2484 -4.9144
42 H -4.3369 1.4838 -3.9286
43 H -3.4778 0.0841 -2.0902
44 H 0.2499 2.1756 -2.2198
45 H -0.6158 3.6013 -4.0528
46 H -1.1124 -2.5902 0.8394
47 H -1.4204 -4.9237 0.1169
48 H -1.6109 -5.4709 -2.2937
49 H -1.5058 -3.6544 -3.9730
50 H -1.2214 -1.3115 -3.2451
51 H -3.5799 -1.2221 0.0831
52 H -5.2528 -0.7498 1.8261
53 H -4.8104 0.9836 3.5353
54 H -2.6811 2.2536 3.4787
55 H -1.0192 1.7940 1.7271
56 C 2.3579 -1.9977 -4.3482
57 N 2.6125 -2.2190 -2.9333
58 C 3.2158 -3.3362 -2.4817
59 C 3.4131 -3.5412 -1.1667
60 C 2.9424 -2.5315 -0.2697
61 N 2.3517 -1.4223 -0.7101
62 C 2.1497 -1.2157 -2.0557
63 O 1.6007 -0.2518 -2.5416
64 N 3.0660 -2.7086 1.0435
65 H 2.8028 -2.8160 -4.9110
66 H 2.7912 -1.0494 -4.6588
67 H 1.2855 -1.9588 -4.5319
68 H 3.5240 -4.0495 -3.2345
69 H 3.8831 -4.4387 -0.7976
70 H 3.5931 -3.4790 1.4084
71 H 2.7121 -1.9744 1.6535

Atoms 1-2, force components in eV/Å:
Pt 0.60 -0.07 0.19
O -0.05 -0.02 0.00

***

Number 1: F_max 1.4 eV Å⁻¹, E_tot -7751.9878 a.u.. Number 2: F_max 0.6 eV Å⁻¹, E_tot -4149.4623 a.u..